Density functional theory data (the ωB97M-V functional and the def2-TZVPD basis) for a 8-piece molecular cluster, C13H42O8 overall.

ΔE to the lowest compared entry with this formula, charge and spin: 5.7 kcal per mole
Orbital gap (spin up / spin down): 0.34386 / 0.09130 Eh
E_tot: -30529.283 eV
Charge: +1
Highest occupied orbital energy (spin up / spin down): -12.039 / -12.038 eV
Spin multiplicity: 2

Each line ends with the Mulliken charge.
Geometry (Å):
C 2.01889 -2.82793 1.99002  -1.13
C 2.22314 -1.77079 0.92098  0.50
O 2.94020 -2.39261 -0.16066  -0.56
H 1.69175 -2.36306 2.92006  0.28
H 2.91016 -3.41454 2.21279  0.36
H 1.31609 -3.56216 1.59622  0.21
H 2.85467 -1.01730 1.39166  0.20
H 1.29783 -1.32629 0.55449  -0.05
H 3.13537 -1.72559 -0.82292  0.26
C -4.20465 2.14056 3.79283  -0.79
C -4.82026 1.12524 2.78315  -0.15
O -6.19445 0.86067 3.16212  -0.51
H -4.59149 3.14015 3.59467  0.28
H -3.11489 2.16264 3.79869  0.14
H -4.56553 1.94302 4.80220  0.32
H -4.23902 0.20328 2.76712  0.22
H -4.79572 1.66812 1.83829  0.18
H -6.13818 0.39322 3.99873  0.31
C -0.90800 -3.81871 -0.53143  -0.51
C -1.06697 -4.66833 -1.77183  -0.40
O -1.30188 -5.97854 -1.29689  -0.53
H -1.70039 -3.88158 0.21441  0.46
H -0.82497 -2.77839 -0.84599  -0.05
H 0.02326 -4.05381 -0.01609  0.16
H -0.10582 -4.56902 -2.27623  0.25
H -1.89505 -4.30535 -2.38062  0.25
H -2.15953 -5.94086 -0.86721  0.32
C 1.85819 2.14951 -4.38958  -1.16
C 1.26899 2.53801 -3.04767  -0.08
O 1.49693 1.55155 -2.05806  0.00
H 2.94054 2.08093 -4.28046  0.35
H 1.66699 2.99210 -5.05409  0.39
H 1.55360 1.21851 -4.86768  0.34
H 0.19202 2.68669 -3.12606  0.32
H 1.74690 3.42465 -2.63104  0.50
H 1.30881 1.94555 -1.20309  0.27
C 3.30002 2.56773 0.73346  -0.92
C 1.95918 3.32471 0.86942  -0.37
O 0.91978 2.53438 0.31428  -0.52
H 3.55981 2.19387 -0.25691  0.26
H 3.40582 1.69071 1.37200  0.14
H 4.15178 3.19579 0.99451  0.43
H 2.04524 4.32025 0.43399  0.33
H 1.73102 3.51399 1.91834  0.39
H 0.53212 2.02852 1.03221  0.27
C -1.82803 0.70602 -0.54550  0.16
O -2.36116 -0.05094 -1.67131  -0.55
H -1.39271 1.60720 -0.97733  0.07
H -2.63597 0.99031 0.12868  0.23
H -1.01338 0.14766 -0.08435  -0.23
H -1.59156 -0.43606 -2.09676  0.29
C 0.47237 -1.73000 -4.08268  -0.62
O 0.12437 -0.64746 -3.24653  -0.23
H -0.06699 -2.62694 -3.77827  0.13
H 0.33835 -1.44539 -5.12630  0.31
H 1.51873 -1.98715 -3.91808  0.32
H 0.82987 0.00358 -3.24234  0.21
C 0.92760 1.25159 3.61177  -0.78
O 0.32051 0.79804 2.38974  -0.41
H 1.80249 1.87402 3.42402  0.25
H 0.20320 1.82748 4.18770  0.26
H 1.22505 0.39124 4.21129  0.37
H -0.29518 0.12725 2.69399  0.26

Atomic forces in eV per Å
C -0.5 -0.3 -0.5
C 1.2 -0.6 0.3
O -0.4 0.2 0.2
H -0.3 -0.2 0.0
H 0.3 0.4 -0.2
H -0.3 0.0 0.5
H 0.0 0.5 -0.3
H -0.2 0.0 0.2
H 0.1 0.0 0.0
C -0.6 -0.2 0.0
C -0.3 1.2 1.5
O 1.1 0.2 -0.8
H 0.1 0.0 -0.2
H 0.0 0.0 -0.1
H 0.2 -0.3 0.1
H 0.0 -0.1 -0.3
H -0.4 -0.7 -0.3
H -0.2 -0.1 0.1
C 0.5 1.2 0.1
C -0.1 0.3 1.7
O 0.2 -0.6 -0.9
H -0.3 -0.2 -0.3
H -0.1 0.4 0.1
H 0.0 -0.2 -0.1
H -0.2 -0.7 -0.5
H 0.1 0.0 -0.3
H -0.1 -0.2 0.1
C 0.6 0.5 0.2
C 1.3 -1.8 -0.5
O 0.3 -0.4 -2.9
H 0.1 0.1 0.0
H -0.1 -0.2 -0.2
H -0.5 0.1 0.3
H -0.8 0.3 0.4
H -0.3 0.7 0.1
H -0.9 0.8 3.2
C 0.5 0.3 0.5
C 1.5 -0.6 0.5
O 0.0 0.7 -1.3
H -0.5 0.2 -0.4
H -0.5 0.0 0.2
H -0.1 0.3 0.1
H -0.4 -0.2 -0.5
H 0.1 -0.1 0.0
H -0.4 -0.8 0.3
C -0.1 -0.4 -1.8
O 0.1 0.4 1.2
H 0.0 0.5 0.3
H 0.2 -0.3 0.0
H -0.2 -0.1 0.5
H 0.1 -0.1 -0.3
C 0.8 -0.4 0.2
O -0.5 0.4 0.5
H -0.4 0.3 -0.3
H -0.2 -0.3 -0.1
H 0.2 0.0 -0.2
H 0.0 -0.2 -0.1
C -0.2 -0.1 0.4
O 0.4 0.3 0.3
H -0.1 -0.2 -0.3
H 0.0 0.1 0.1
H 0.2 0.0 0.0
H -0.3 -0.1 -0.5